Entry 1:
The following is a quantum chemistry calculation of a molecular structure, C39H37FeI2N7O6P2Se2, from the OMol25 dataset.

Geometry (Å):
Fe (-2.29306, 1.75682, -0.41304)
I (-1.33606, 4.43422, -0.65944)
C (-3.33316, 5.27922, -0.82724)
I (-4.74066, 3.63522, -0.84064)
H (-3.44856, 5.84622, -1.74514)
H (-3.55046, 5.89222, 0.04176)
Se (4.40284, 1.95772, -2.81054)
P (4.03554, 1.16842, -0.87014)
C (4.37364, -0.61168, -0.72634)
C (4.92604, -1.30818, -1.79184)
C (5.27154, -2.63918, -1.63244)
C (5.05094, -3.27358, -0.42064)
C (4.50644, -2.57428, 0.64606)
C (4.17344, -1.24058, 0.49866)
C (5.00224, 1.98022, 0.44306)
C (6.00484, 1.30672, 1.13176)
C (6.71084, 1.96582, 2.12376)
C (6.42884, 3.29162, 2.41526)
C (5.45504, 3.97132, 1.69886)
C (4.73944, 3.32052, 0.70946)
C (2.32134, 1.48122, -0.44674)
C (1.11874, 0.78212, -0.25674)
N (0.16434, 1.72232, -0.16044)
N (0.73364, 2.89222, -0.29024)
N (2.00944, 2.78452, -0.46534)
P (0.58434, -0.92288, -0.19344)
Se (-1.55866, -1.00508, -0.34684)
C (1.40774, -1.75488, -1.58884)
C (1.94624, -3.03248, -1.52324)
C (2.47744, -3.60608, -2.66644)
C (2.47644, -2.91228, -3.86454)
C (1.93324, -1.63858, -3.92994)
C (1.38854, -1.06248, -2.79764)
C (1.04784, -1.62208, 1.41816)
C (0.75054, -2.95408, 1.68716)
C (1.06494, -3.49098, 2.92186)
C (1.64734, -2.69468, 3.89656)
C (1.88764, -1.35348, 3.64846)
C (1.58444, -0.81128, 2.41216)
H (5.08534, -0.80448, -2.73624)
H (5.72744, -3.17798, -2.44844)
H (5.30804, -4.31558, -0.30244)
H (4.35794, -3.06368, 1.59666)
H (3.77594, -0.67558, 1.32956)
H (6.23254, 0.27742, 0.89426)
H (7.48654, 1.44482, 2.66566)
H (6.97424, 3.79982, 3.19636)
H (5.25534, 5.01212, 1.90666)
H (3.97444, 3.83452, 0.14396)
H (1.96584, -3.56848, -0.58674)
H (2.89574, -4.59968, -2.61784)
H (2.89234, -3.36588, -4.75124)
H (1.93394, -1.09878, -4.86464)
H (0.93784, -0.08058, -2.84264)
H (0.25554, -3.55388, 0.93516)
H (0.85814, -4.52948, 3.12786)
H (1.89894, -3.11768, 4.85616)
H (2.32014, -0.73148, 4.41726)
H (1.76214, 0.23782, 2.21466)
C (-2.22696, 0.38182, 4.66286)
N (-1.86436, 1.69182, 4.16126)
C (-2.01346, 2.82392, 5.05636)
C (-1.90696, 1.91592, 2.88776)
N (-1.86426, 2.15622, 1.76066)
H (-1.72826, 0.22712, 5.61926)
H (-1.90676, -0.38598, 3.95906)
H (-3.30806, 0.30042, 4.80266)
H (-1.43456, 2.63612, 5.95986)
H (-3.06186, 2.98102, 5.32386)
H (-1.63706, 3.72232, 4.56876)
O (-4.03106, 0.40012, -1.33664)
C (-4.42706, 0.08492, -0.18694)
O (-3.89726, 0.57572, 0.83716)
C (-5.51286, -0.92088, -0.01804)
C (-5.61566, -1.64098, 1.16946)
C (-6.61646, -2.58688, 1.32156)
C (-7.52026, -2.81398, 0.29906)
C (-7.39726, -2.09618, -0.88494)
C (-6.39226, -1.15838, -1.05974)
N (-8.32786, -2.33438, -1.96624)
O (-8.12376, -1.76058, -3.01334)
O (-9.24576, -3.09438, -1.75604)
H (-4.90596, -1.43778, 1.95756)
H (-6.69346, -3.15538, 2.23546)
H (-8.31476, -3.53838, 0.40446)
H (-6.29936, -0.61158, -1.98494)
N (-2.70716, 1.84212, -5.59234)
C (-2.11226, 0.83922, -4.72134)
C (-1.92506, 1.47362, -3.35534)
O (-2.63646, 2.56672, -3.17054)
O (-1.20456, 1.05492, -2.47614)
H (-3.30616, 1.43552, -6.29904)
H (-1.98776, 2.38542, -6.05864)
H (-3.12406, 2.73302, -4.02124)
H (-1.16676, 0.40562, -5.07184)
H (-2.81966, 0.01872, -4.57264)

Cartesian forces (eV/Å) of the 6 atoms listed first:
0.344 -1.301 0.872
-0.566 0.637 -0.059
0.048 -0.494 0.017
0.341 0.507 0.159
0.007 -0.123 0.006
0.034 -0.098 -0.040

Its spin multiplicity is 6. For the highest occupied orbital energy (spin up / spin down), the calculation gives -9.52 / -9.51 eV. The calculation puts the frontier orbital gap (spin up / spin down) at 7.2 / 4.1 eV. As for the expectation value of S²: 8.7684. Its total charge is +1.

Here are the Löwdin charges for atoms 1 to 8, given in e: Fe 0.556; I 1.084; C -0.995; I 0.928; H -0.029; H -0.036; Se 0.269; P 0.539


Entry 2:
The following is a quantum chemistry calculation of a molecular structure, C2H3N3O2, from the OMol25 dataset.

Geometry (Å):
N (1.41288, -0.35305, 0.33559)
C (-0.61421, 0.16157, 0.33168)
O (2.05477, 0.32260, -0.68170)
O (-0.57445, 1.38714, 0.74023)
N (-0.34821, -0.89758, -0.17741)
C (-2.51543, -0.21898, -0.06574)
N (-3.62832, -0.44544, -0.29091)
H (2.14140, -0.24881, -1.46329)
H (0.35753, 1.62072, 0.91056)
H (1.71404, -1.32818, 0.36100)

Cartesian forces (eV/Å) of the 6 atoms listed first:
-0.865 -0.797 -0.456
-6.531 0.506 -1.198
-0.271 -0.364 -0.095
0.858 -0.501 0.246
5.149 -0.403 0.453
0.888 1.427 0.927

For the highest occupied orbital energy (spin up / spin down), the calculation gives -9.95 / -9.95 eV. The calculation puts the frontier orbital gap (spin up / spin down) at 9.3 / 9.3 eV. Its total charge is 0.

Here are the natural (NBO) charges for atoms 1 to 8, given in e: N -0.268; C 0.691; O -0.538; O -0.615; N -0.277; C 0.073; N -0.423; H 0.470


Entry 3:
The following is a quantum chemistry calculation of C3H2ClNOS in the gas phase, from the OMol25 dataset.

Geometry (Å):
S (0.10613, 2.12122, -0.47260)
C (-0.42882, 0.63746, -0.13046)
O (-1.54553, 0.03786, -0.56844)
N (-1.74171, -1.19175, 0.01207)
C (-0.77342, -1.44974, 0.80159)
C (0.21297, -0.33653, 0.78074)
Cl (1.70914, -0.98037, 0.01211)
H (-0.72240, -2.38633, 1.35522)
H (0.46079, 0.04538, 1.75231)

Cartesian forces (eV/Å) of the 6 atoms listed first:
-0.448 -0.373 -0.151
0.274 0.676 0.244
-0.391 1.313 -1.015
-0.050 -1.497 0.783
-0.554 0.389 -0.354
0.854 -1.285 0.209

For the highest occupied orbital energy, the calculation gives -9.44 eV. Its SMILES is S=C1ON=C[C@H]1Cl. The calculation puts the frontier orbital gap at 8.6 eV. Its total charge is 0.

Here are the natural (NBO) charges for atoms 1 to 8, given in e: S 0.049; C 0.163; O -0.324; N -0.060; C 0.018; C -0.347; Cl -0.003; H 0.237


Entry 4:
The following is a quantum chemistry calculation of C5H4S in the gas phase, from the OMol25 dataset.

Geometry (Å):
C (-0.18718, -1.50160, 0.50020)
C (-1.18374, -2.05566, -0.08925)
C (0.40226, -0.26472, 0.91648)
C (-1.37822, -0.66309, -0.67249)
C (-0.47265, 0.48077, -0.11364)
S (-2.20607, 0.57970, 0.25351)
H (0.42447, -0.13969, 2.02862)
H (1.55582, -0.33668, 0.61904)
H (-1.43904, -0.76500, -1.79062)
H (-0.12457, 1.35016, -0.71267)

Cartesian forces (eV/Å) of the 6 atoms listed first:
-2.403 -2.030 -1.263
1.655 -0.549 2.062
4.026 -0.201 0.433
0.473 0.935 -2.807
0.043 0.838 0.402
-0.796 0.123 0.176

For the highest occupied orbital energy, the calculation gives -9.26 eV. The calculation puts the frontier orbital gap at 9.6 eV. Its total charge is 0.

Here are the natural (NBO) charges for atoms 1 to 8, given in e: C 0.126; C -0.180; C -0.512; C -0.341; C -0.347; S 0.242; H 0.258; H 0.236


Entry 5:
The following is a quantum chemistry calculation of 8 unconnected molecules or ions with the total composition C15H47N7O8, from the OMol25 dataset.

Geometry (Å):
C (1.23973, 2.10414, 2.39825)
O (1.96313, 1.54257, 1.28262)
C (2.69557, 0.33996, 1.61072)
C (3.84788, 0.49031, 2.59647)
C (5.13816, 0.93364, 1.93808)
N (4.12631, -0.70345, 3.37759)
H (0.86557, 3.04200, 1.98774)
H (1.74327, 2.19595, 3.36060)
H (0.38613, 1.44274, 2.54660)
H (2.03669, -0.48356, 1.88600)
H (3.09840, -0.09603, 0.69654)
H (3.53344, 1.27709, 3.28219)
H (5.84709, 1.33718, 2.66104)
H (5.00992, 1.73243, 1.20761)
H (5.62891, 0.13421, 1.38294)
H (3.35168, -0.82144, 4.01486)
H (3.95849, -1.47358, 2.74606)
N (-1.51427, -3.81823, 0.47041)
C (-0.92152, -3.39647, -0.62420)
N (0.14909, -4.13192, -0.86205)
O (-1.29245, -2.51053, -1.34687)
H (-1.18814, -4.72019, 0.78698)
H (-2.50134, -3.61072, 0.41829)
H (0.56142, -4.43642, 0.00821)
H (0.52395, -3.88700, -1.76737)
N (3.17729, 4.21808, 0.39191)
C (2.70447, 4.50412, -0.81601)
N (1.82390, 3.64117, -1.22395)
O (2.92941, 5.51543, -1.45872)
H (2.85127, 3.34178, 0.77389)
H (3.81126, 4.84607, 0.86499)
H (1.40316, 3.00037, -0.56633)
H (1.78248, 3.62638, -2.23300)
N (-2.08080, -0.06872, -0.24448)
C (-1.11058, 0.74348, 0.03563)
N (0.06618, 0.22693, -0.08983)
O (-1.37555, 1.88393, 0.46153)
H (-3.03403, 0.06727, 0.06039)
H (-1.89918, -1.02093, -0.52806)
H (0.09678, -0.59776, -0.67211)
H (0.87188, 0.80951, 0.08783)
C (4.38792, -0.87525, -1.92522)
C (2.93203, -1.16302, -2.00785)
O (2.80257, -2.52998, -1.76935)
H (4.83143, -1.29061, -1.02029)
H (4.58216, 0.19719, -1.91010)
H (4.96797, -1.19293, -2.79166)
H (2.42733, -0.69885, -2.85516)
H (2.44910, -0.78207, -1.10799)
H (2.34924, -2.97676, -2.48802)
C (-4.99527, -3.58037, 1.27259)
C (-5.48013, -3.26626, -0.13273)
O (-4.49829, -2.48384, -0.83655)
H (-4.30301, -4.41688, 1.17699)
H (-5.78003, -4.02579, 1.88403)
H (-4.54488, -2.74455, 1.80800)
H (-6.38907, -2.66509, -0.10998)
H (-5.78952, -4.17355, -0.65158)
H (-4.82636, -2.16983, -1.68235)
C (-3.53599, 3.20000, 3.16779)
C (-4.60179, 2.93702, 2.04669)
O (-4.13328, 1.87252, 1.30520)
H (-2.50406, 3.13901, 2.82211)
H (-3.74333, 2.40375, 3.88270)
H (-3.70774, 4.18493, 3.60197)
H (-4.85055, 3.77808, 1.39952)
H (-5.57460, 2.76431, 2.50704)
H (-3.26235, 2.12769, 0.99218)
C (-1.05178, 0.40898, -4.91977)
C (-0.84943, -0.57558, -3.69538)
O (-1.87088, -1.44840, -3.68732)
H (-0.28566, 1.17846, -5.01496)
H (-2.04575, 0.85633, -4.92117)
H (-1.03501, -0.11248, -5.87680)
H (-0.86185, 0.08610, -2.82928)
H (0.08915, -1.10135, -3.52005)
H (-1.60342, -2.08099, -3.01657)

Cartesian forces (eV/Å) of the 6 atoms listed first:
-1.101 -0.615 -0.953
1.775 -0.307 1.116
-0.001 -0.494 -0.661
0.110 1.112 0.104
0.389 0.634 -0.492
-0.715 -0.295 -0.091

For the highest occupied orbital energy, the calculation gives -9.11 eV. Its SMILES is COC[C@H](C)N.NC(N)=O.NC(N)=O.NC(N)=O.CCO.CCO.CCO.CCO. The calculation puts the frontier orbital gap at 9.1 eV. Its total charge is 0.

Here are the Löwdin charges for atoms 1 to 8, given in e: C -0.059; O -0.274; C -0.179; C -0.447; C -0.057; N 0.050; H 0.096; H 0.087